Molecular formula: C4H10N2
Method: DFT, ωB97M-V with the def2-TZVPD basis set

Each line ends with the natural charge from an NBO analysis.
Element x y z (Å)
C1 -1.92 1.21 -0.18  -0.2585
C2 -0.57 0.51 -0.19  0.0755
C3 1.53 -0.16 1.07  -0.5944
C4 0.84 0.95 0.17  -0.4279
N1 -1.56 -0.11 0.31  -0.0105
N2 -2.15 -1.06 0.88  -0.5276
H1 -2.22 1.88 0.71  0.1730
H2 -2.45 1.43 -1.19  0.1994
H3 -0.31 1.02 -3.14  -0.0010
H4 2.30 0.31 1.66  0.2120
H5 1.84 -1.01 0.60  0.2093
H6 0.75 -0.39 1.83  0.1970
H7 1.46 1.04 -0.69  0.2228
H8 0.61 1.83 0.74  0.2206
H9 -1.41 -1.78 1.36  0.3116
H10 -0.94 1.28 -3.61  -0.0015

Properties
Kohn-Sham gap (eV): 8.880
ΔE to the lowest compared entry with this formula, charge and spin (eV): 6.1778
Energy (eV): -7284.4417

Molecular formula: C5H8N2O
Method: DFT, ωB97M-V with the def2-TZVPD basis set

Each line ends with the natural charge from an NBO analysis.
Element x y z (Å)
C1 -1.02 1.07 -2.23  -0.4545
N1 -0.19 0.12 -1.38  -0.4658
C2 0.38 0.65 -0.38  0.2308
N2 1.35 0.00 0.39  -0.4136
C3 1.24 -1.40 0.71  -0.2601
C4 0.85 -0.40 1.68  -0.1660
C5 -0.72 -0.41 1.71  0.3852
O1 -1.21 -0.92 2.74  -0.4990
H1 -1.17 2.14 -1.82  0.1799
H2 -0.52 0.98 -3.22  0.2262
H3 -2.15 0.67 -2.07  0.2063
H4 0.23 1.74 -0.21  0.1657
H5 0.34 -1.70 0.17  0.2120
H6 2.27 -1.87 0.47  0.2500
H7 1.51 -0.38 2.70  0.2427
H8 -1.17 -0.29 0.75  0.1603

Properties
Kohn-Sham gap (eV): 9.744
Structure (SMILES): C/N=C/N1C[C@@H]1C=O
ΔE to the lowest compared entry with this formula, charge and spin (eV): 4.5628
Energy (eV): -10338.1633

Molecular formula: C4H5N3
Method: DFT, ωB97M-V with the def2-TZVPD basis set

Each line ends with the natural charge from an NBO analysis.
Element x y z (Å)
C1 -1.87 -0.13 -0.18  -0.3952
N1 -0.58 0.44 -0.44  -0.6805
C2 1.43 -0.43 0.51  -0.2134
C3 0.54 -0.33 -0.59  0.2831
N2 1.05 -1.16 -1.36  -0.1778
C4 2.41 0.56 0.77  0.2121
N3 3.18 1.41 0.98  -0.2761
H1 -1.75 -1.13 0.26  0.2033
H2 -2.43 -0.22 -1.11  0.1900
H3 -2.41 0.49 0.53  0.2056
H4 -0.44 1.42 -0.58  0.4088
H5 1.07 -0.99 1.37  0.2401

Properties
Kohn-Sham gap (spin up / spin down) (eV): 8.266 / 8.518
ΔE to the lowest compared entry with this formula, charge and spin (eV): 4.8441
Energy (eV): -8694.9683

Molecular formula: C30H34FeNO9
Method: DFT, ωB97M-V with the def2-TZVPD basis set

Each line ends with the Löwdin spin population.
Element x y z (Å)
C1 0.20 -0.81 -4.79  0.0000
C2 -0.05 -1.58 -3.48  0.0000
C3 -0.19 0.67 -4.52  0.0000
C4 -1.06 0.63 -3.24  0.0000
H1 -0.77 1.03 -5.37  0.0000
H2 0.71 1.28 -4.42  0.0000
C5 -1.27 -0.86 -2.90  -0.0001
H3 0.84 -1.45 -2.83  0.0000
H4 -0.20 -2.64 -3.68  0.0000
C6 -1.40 -0.91 -1.40  -0.0002
H5 -2.19 -1.25 -3.36  0.0000
H6 -2.02 1.12 -3.42  0.0000
C7 -0.49 1.24 -1.91  -0.0001
C8 1.59 -0.97 -5.36  0.0000
C9 -0.62 -1.41 -5.93  0.0000
O1 -1.22 -0.78 -6.78  0.0000
O2 2.61 -0.99 -4.68  0.0001
O3 1.61 -1.14 -6.69  0.0000
O4 -0.59 -2.76 -5.95  0.0000
C10 -1.19 -3.28 -7.14  0.0000
H7 -1.10 -4.36 -7.05  0.0000
H8 -0.64 -2.90 -8.01  0.0000
H9 -2.24 -2.98 -7.21  0.0000
C11 2.92 -1.34 -7.21  0.0000
H10 3.60 -0.54 -6.91  0.0000
H11 2.81 -1.38 -8.30  0.0000
H12 3.32 -2.29 -6.82  0.0000
O5 -0.63 0.17 -0.84  0.0021
H13 -1.07 -1.86 -0.96  -0.0002
H14 -2.45 -0.73 -1.15  0.0000
C12 -1.33 2.40 -1.44  0.0004
C13 0.96 1.68 -2.05  0.0000
H15 1.01 2.52 -2.76  0.0000
H16 1.61 0.87 -2.41  0.0000
H17 1.34 2.06 -1.10  0.0000
H18 -0.93 2.79 -0.50  0.0006
H19 -2.36 2.08 -1.28  0.0000
H20 -1.31 3.19 -2.19  0.0000
Fe1 -0.42 -0.09 1.90  3.5998
C14 -2.65 -0.16 3.15  0.0416
C15 -2.67 -0.31 1.72  -0.0024
C16 -2.22 -1.67 1.44  0.0168
H21 -3.10 0.39 1.01  0.0016
C17 -1.93 -2.31 2.68  0.0506
C18 -2.22 -1.39 3.73  0.0372
H22 -2.23 -1.63 4.78  0.0011
H23 -3.03 0.71 3.69  0.0028
H24 -2.32 -2.17 0.49  0.0011
H25 -1.61 -3.34 2.81  0.0027
C19 2.09 0.29 2.13  0.0508
C20 1.95 -0.87 2.93  0.0474
C21 1.35 -1.90 2.15  0.0419
H26 2.34 -1.00 3.93  0.0017
C22 1.14 -1.39 0.82  0.0128
C23 1.64 -0.02 0.81  0.0072
H27 1.81 0.59 -0.06  0.0014
H28 2.52 1.25 2.43  0.0033
H29 1.13 -2.91 2.48  0.0022
H30 0.82 -1.98 -0.03  0.0018
O6 0.10 -0.65 4.93  0.0299
C24 -0.01 0.56 4.66  0.0149
O7 -0.23 1.05 3.46  0.0663
C25 0.18 1.51 5.81  0.0969
C26 0.91 2.70 5.65  -0.0035
C27 1.33 3.42 6.77  0.0775
C28 0.95 2.99 8.05  0.0366
C29 0.16 1.84 8.22  0.0677
C30 -0.23 1.12 7.10  -0.0052
N1 1.39 3.70 9.21  0.2594
O8 2.12 4.70 9.06  0.2094
O9 1.01 3.29 10.33  0.2084
H31 1.16 3.04 4.65  -0.0022
H32 1.93 4.32 6.67  0.0102
H33 -0.12 1.54 9.22  0.0095
H34 -0.85 0.23 7.22  -0.0020

Properties
Kohn-Sham gap (spin up / spin down) (eV): 2.136 / 4.876
Spin multiplicity: 6
Net charge: -2
Expectation value of S²: 8.787
Energy (eV): -85963.0097

> Which value of energy does entry 4 give?

-85963.0097 eV

Repeat the fourth record exactly.
Molecular formula: C30H34FeNO9
Method: DFT, ωB97M-V with the def2-TZVPD basis set

Each line ends with the Löwdin spin population.
Element x y z (Å)
C1 0.20 -0.81 -4.79  0.0000
C2 -0.05 -1.58 -3.48  0.0000
C3 -0.19 0.67 -4.52  0.0000
C4 -1.06 0.63 -3.24  0.0000
H1 -0.77 1.03 -5.37  0.0000
H2 0.71 1.28 -4.42  0.0000
C5 -1.27 -0.86 -2.90  -0.0001
H3 0.84 -1.45 -2.83  0.0000
H4 -0.20 -2.64 -3.68  0.0000
C6 -1.40 -0.91 -1.40  -0.0002
H5 -2.19 -1.25 -3.36  0.0000
H6 -2.02 1.12 -3.42  0.0000
C7 -0.49 1.24 -1.91  -0.0001
C8 1.59 -0.97 -5.36  0.0000
C9 -0.62 -1.41 -5.93  0.0000
O1 -1.22 -0.78 -6.78  0.0000
O2 2.61 -0.99 -4.68  0.0001
O3 1.61 -1.14 -6.69  0.0000
O4 -0.59 -2.76 -5.95  0.0000
C10 -1.19 -3.28 -7.14  0.0000
H7 -1.10 -4.36 -7.05  0.0000
H8 -0.64 -2.90 -8.01  0.0000
H9 -2.24 -2.98 -7.21  0.0000
C11 2.92 -1.34 -7.21  0.0000
H10 3.60 -0.54 -6.91  0.0000
H11 2.81 -1.38 -8.30  0.0000
H12 3.32 -2.29 -6.82  0.0000
O5 -0.63 0.17 -0.84  0.0021
H13 -1.07 -1.86 -0.96  -0.0002
H14 -2.45 -0.73 -1.15  0.0000
C12 -1.33 2.40 -1.44  0.0004
C13 0.96 1.68 -2.05  0.0000
H15 1.01 2.52 -2.76  0.0000
H16 1.61 0.87 -2.41  0.0000
H17 1.34 2.06 -1.10  0.0000
H18 -0.93 2.79 -0.50  0.0006
H19 -2.36 2.08 -1.28  0.0000
H20 -1.31 3.19 -2.19  0.0000
Fe1 -0.42 -0.09 1.90  3.5998
C14 -2.65 -0.16 3.15  0.0416
C15 -2.67 -0.31 1.72  -0.0024
C16 -2.22 -1.67 1.44  0.0168
H21 -3.10 0.39 1.01  0.0016
C17 -1.93 -2.31 2.68  0.0506
C18 -2.22 -1.39 3.73  0.0372
H22 -2.23 -1.63 4.78  0.0011
H23 -3.03 0.71 3.69  0.0028
H24 -2.32 -2.17 0.49  0.0011
H25 -1.61 -3.34 2.81  0.0027
C19 2.09 0.29 2.13  0.0508
C20 1.95 -0.87 2.93  0.0474
C21 1.35 -1.90 2.15  0.0419
H26 2.34 -1.00 3.93  0.0017
C22 1.14 -1.39 0.82  0.0128
C23 1.64 -0.02 0.81  0.0072
H27 1.81 0.59 -0.06  0.0014
H28 2.52 1.25 2.43  0.0033
H29 1.13 -2.91 2.48  0.0022
H30 0.82 -1.98 -0.03  0.0018
O6 0.10 -0.65 4.93  0.0299
C24 -0.01 0.56 4.66  0.0149
O7 -0.23 1.05 3.46  0.0663
C25 0.18 1.51 5.81  0.0969
C26 0.91 2.70 5.65  -0.0035
C27 1.33 3.42 6.77  0.0775
C28 0.95 2.99 8.05  0.0366
C29 0.16 1.84 8.22  0.0677
C30 -0.23 1.12 7.10  -0.0052
N1 1.39 3.70 9.21  0.2594
O8 2.12 4.70 9.06  0.2094
O9 1.01 3.29 10.33  0.2084
H31 1.16 3.04 4.65  -0.0022
H32 1.93 4.32 6.67  0.0102
H33 -0.12 1.54 9.22  0.0095
H34 -0.85 0.23 7.22  -0.0020

Properties
Kohn-Sham gap (spin up / spin down) (eV): 2.136 / 4.876
Spin multiplicity: 6
Net charge: -2
Expectation value of S²: 8.787
Energy (eV): -85963.0097

Repeat the second record exactly.
Molecular formula: C5H8N2O
Method: DFT, ωB97M-V with the def2-TZVPD basis set

Each line ends with the natural charge from an NBO analysis.
Element x y z (Å)
C1 -1.02 1.07 -2.23  -0.4545
N1 -0.19 0.12 -1.38  -0.4658
C2 0.38 0.65 -0.38  0.2308
N2 1.35 0.00 0.39  -0.4136
C3 1.24 -1.40 0.71  -0.2601
C4 0.85 -0.40 1.68  -0.1660
C5 -0.72 -0.41 1.71  0.3852
O1 -1.21 -0.92 2.74  -0.4990
H1 -1.17 2.14 -1.82  0.1799
H2 -0.52 0.98 -3.22  0.2262
H3 -2.15 0.67 -2.07  0.2063
H4 0.23 1.74 -0.21  0.1657
H5 0.34 -1.70 0.17  0.2120
H6 2.27 -1.87 0.47  0.2500
H7 1.51 -0.38 2.70  0.2427
H8 -1.17 -0.29 0.75  0.1603

Properties
Kohn-Sham gap (eV): 9.744
Structure (SMILES): C/N=C/N1C[C@@H]1C=O
ΔE to the lowest compared entry with this formula, charge and spin (eV): 4.5628
Energy (eV): -10338.1633

Repeat the fourth record exactly.
Molecular formula: C30H34FeNO9
Method: DFT, ωB97M-V with the def2-TZVPD basis set

Each line ends with the Löwdin spin population.
Element x y z (Å)
C1 0.20 -0.81 -4.79  0.0000
C2 -0.05 -1.58 -3.48  0.0000
C3 -0.19 0.67 -4.52  0.0000
C4 -1.06 0.63 -3.24  0.0000
H1 -0.77 1.03 -5.37  0.0000
H2 0.71 1.28 -4.42  0.0000
C5 -1.27 -0.86 -2.90  -0.0001
H3 0.84 -1.45 -2.83  0.0000
H4 -0.20 -2.64 -3.68  0.0000
C6 -1.40 -0.91 -1.40  -0.0002
H5 -2.19 -1.25 -3.36  0.0000
H6 -2.02 1.12 -3.42  0.0000
C7 -0.49 1.24 -1.91  -0.0001
C8 1.59 -0.97 -5.36  0.0000
C9 -0.62 -1.41 -5.93  0.0000
O1 -1.22 -0.78 -6.78  0.0000
O2 2.61 -0.99 -4.68  0.0001
O3 1.61 -1.14 -6.69  0.0000
O4 -0.59 -2.76 -5.95  0.0000
C10 -1.19 -3.28 -7.14  0.0000
H7 -1.10 -4.36 -7.05  0.0000
H8 -0.64 -2.90 -8.01  0.0000
H9 -2.24 -2.98 -7.21  0.0000
C11 2.92 -1.34 -7.21  0.0000
H10 3.60 -0.54 -6.91  0.0000
H11 2.81 -1.38 -8.30  0.0000
H12 3.32 -2.29 -6.82  0.0000
O5 -0.63 0.17 -0.84  0.0021
H13 -1.07 -1.86 -0.96  -0.0002
H14 -2.45 -0.73 -1.15  0.0000
C12 -1.33 2.40 -1.44  0.0004
C13 0.96 1.68 -2.05  0.0000
H15 1.01 2.52 -2.76  0.0000
H16 1.61 0.87 -2.41  0.0000
H17 1.34 2.06 -1.10  0.0000
H18 -0.93 2.79 -0.50  0.0006
H19 -2.36 2.08 -1.28  0.0000
H20 -1.31 3.19 -2.19  0.0000
Fe1 -0.42 -0.09 1.90  3.5998
C14 -2.65 -0.16 3.15  0.0416
C15 -2.67 -0.31 1.72  -0.0024
C16 -2.22 -1.67 1.44  0.0168
H21 -3.10 0.39 1.01  0.0016
C17 -1.93 -2.31 2.68  0.0506
C18 -2.22 -1.39 3.73  0.0372
H22 -2.23 -1.63 4.78  0.0011
H23 -3.03 0.71 3.69  0.0028
H24 -2.32 -2.17 0.49  0.0011
H25 -1.61 -3.34 2.81  0.0027
C19 2.09 0.29 2.13  0.0508
C20 1.95 -0.87 2.93  0.0474
C21 1.35 -1.90 2.15  0.0419
H26 2.34 -1.00 3.93  0.0017
C22 1.14 -1.39 0.82  0.0128
C23 1.64 -0.02 0.81  0.0072
H27 1.81 0.59 -0.06  0.0014
H28 2.52 1.25 2.43  0.0033
H29 1.13 -2.91 2.48  0.0022
H30 0.82 -1.98 -0.03  0.0018
O6 0.10 -0.65 4.93  0.0299
C24 -0.01 0.56 4.66  0.0149
O7 -0.23 1.05 3.46  0.0663
C25 0.18 1.51 5.81  0.0969
C26 0.91 2.70 5.65  -0.0035
C27 1.33 3.42 6.77  0.0775
C28 0.95 2.99 8.05  0.0366
C29 0.16 1.84 8.22  0.0677
C30 -0.23 1.12 7.10  -0.0052
N1 1.39 3.70 9.21  0.2594
O8 2.12 4.70 9.06  0.2094
O9 1.01 3.29 10.33  0.2084
H31 1.16 3.04 4.65  -0.0022
H32 1.93 4.32 6.67  0.0102
H33 -0.12 1.54 9.22  0.0095
H34 -0.85 0.23 7.22  -0.0020

Properties
Kohn-Sham gap (spin up / spin down) (eV): 2.136 / 4.876
Spin multiplicity: 6
Net charge: -2
Expectation value of S²: 8.787
Energy (eV): -85963.0097